109
Properties=species:S:1:pos:R:3:forces:R:3:mulliken_charge:R:1 method="wB97M-V/def2-TZVPD" orbital_gap_ev=4.91 charge=-1
Rb -0.3740 0.0570 -0.6990 1.19 -0.43 -0.37 1.343
N -0.7003 -0.3460 2.5703 -0.07 0.12 0.00 1.394
C -0.4931 0.4776 3.6647 0.03 -0.02 0.03 -0.244
C -0.5004 -0.0524 4.9647 -0.02 -0.04 -0.04 -0.665
C -0.1955 0.7287 6.0638 0.00 0.02 0.00 -0.589
C 0.1131 2.0750 5.9073 -0.01 -0.02 -0.01 -0.998
C 0.0934 2.6204 4.6322 -0.02 -0.03 -0.02 -0.450
C -0.2007 1.8526 3.5064 -0.02 0.01 0.08 0.174
P -0.1878 2.5343 1.8114 0.03 -0.16 -0.11 1.258
C 0.6005 4.1735 2.0155 0.08 0.04 0.08 -0.025
C -0.0800 5.3375 2.3705 0.05 0.03 -0.03 -0.167
C 0.5963 6.5460 2.4748 -0.02 -0.03 -0.01 -0.657
C 1.9626 6.6056 2.2314 0.01 -0.01 0.01 -0.557
C 2.6504 5.4528 1.8768 0.01 -0.02 -0.01 -0.610
C 1.9704 4.2482 1.7629 -0.01 0.01 0.02 -0.406
C -1.9310 3.0028 1.5471 -0.06 0.08 -0.03 0.285
C -2.9627 2.7017 2.4266 0.02 0.00 -0.04 -0.462
C -4.2787 2.9876 2.0852 0.02 0.00 0.01 -0.582
C -4.5719 3.5872 0.8714 -0.01 0.00 -0.01 -0.644
C -3.5433 3.9048 -0.0081 0.02 -0.01 0.00 -0.460
C -2.2345 3.6065 0.3262 -0.01 -0.01 0.01 -0.091
H -0.9927 -1.3050 2.7532 -0.06 0.03 0.06 0.323
H -1.3556 -0.0162 1.8482 -0.03 -0.01 0.08 -0.983
H -0.7629 -1.0980 5.0914 0.01 0.03 0.00 0.551
H -0.2096 0.2837 7.0522 0.00 0.01 -0.01 0.365
H 0.3517 2.6934 6.7636 0.00 -0.01 -0.02 0.411
H 0.3210 3.6718 4.5033 0.00 0.00 0.01 0.373
H -1.1470 5.2960 2.5531 0.00 0.00 0.01 0.483
H 0.0543 7.4442 2.7474 0.01 -0.02 -0.01 0.408
H 2.4885 7.5493 2.3139 -0.01 -0.01 0.00 0.371
H 3.7159 5.4892 1.6782 -0.03 0.01 0.01 0.449
H 2.5045 3.3519 1.4623 -0.02 0.02 0.01 0.297
H -2.7459 2.2117 3.3677 -0.01 0.00 0.00 0.332
H -5.0773 2.7202 2.7657 0.00 0.00 0.00 0.380
H -5.6002 3.7936 0.6007 0.01 -0.01 0.01 0.341
H -3.7660 4.3611 -0.9657 0.00 0.00 0.01 0.384
H -1.4343 3.8280 -0.3753 -0.02 0.00 0.03 0.043
O -3.1886 -0.0357 -1.5822 -0.10 -0.06 -0.02 -0.813
C -3.2359 -0.3461 -0.3623 0.12 -0.05 0.25 0.014
O -2.5601 0.2366 0.5287 -0.93 0.29 0.31 -0.563
C -4.1127 -1.4911 0.0813 0.04 -0.07 0.04 -0.288
C -5.4821 -1.3761 -0.1196 0.00 -0.01 -0.01 -0.360
C -6.3648 -2.3536 0.3231 -0.02 0.07 -0.04 -0.713
C -5.8466 -3.4708 0.9644 0.11 -0.05 0.04 -0.475
C -4.4776 -3.6083 1.1426 -0.13 0.05 -0.04 -0.653
C -3.5595 -2.6367 0.7061 -0.08 0.11 -0.04 0.510
S -1.8378 -2.9180 0.8729 0.06 0.02 -0.02 -0.262
H -5.8530 -0.4950 -0.6352 0.00 -0.03 0.02 0.360
H -7.4323 -2.2458 0.1689 0.01 0.01 0.00 0.366
H -6.5123 -4.2497 1.3231 0.01 0.01 -0.01 0.324
H -4.0814 -4.4940 1.6230 0.03 -0.02 0.00 0.389
C 4.0913 -0.2820 -0.2004 0.00 0.04 -0.01 -0.703
C 3.7334 1.0923 -0.6615 -0.21 -0.04 -0.02 0.698
N 2.5724 1.4207 -1.1365 0.10 0.08 0.05 -0.114
C 2.5276 2.7532 -1.4892 0.04 -0.04 -0.01 -0.217
C 3.6778 3.4465 -1.2714 -0.01 -0.05 0.00 -0.314
S 4.8587 2.4052 -0.6015 0.07 0.08 0.02 -0.311
C 1.3004 3.3052 -2.0768 -0.04 0.06 0.00 -0.004
C 1.1017 4.6065 -2.4309 0.00 -0.08 0.05 -0.480
S -0.4485 4.7745 -3.1328 -0.02 0.10 0.01 -0.288
C -0.7440 3.0897 -2.8975 -0.01 -0.14 0.08 0.389
N 0.2455 2.4647 -2.3355 -0.06 0.13 -0.15 -0.022
C -2.0238 2.4363 -3.3044 0.01 0.04 -0.04 -0.654
H 4.4678 -0.2597 0.8215 0.03 0.02 0.01 0.148
H 4.8642 -0.7222 -0.8333 -0.02 0.01 -0.01 0.359
H 3.2085 -0.9205 -0.2318 0.01 0.01 0.00 -0.037
H 3.8750 4.4887 -1.4679 0.01 -0.07 0.02 0.412
H 1.7724 5.4413 -2.3052 -0.05 -0.01 -0.02 0.416
H -2.7855 3.1772 -3.5485 0.01 0.00 0.00 0.429
H -2.4020 1.7793 -2.5130 0.01 0.00 0.01 0.015
H -1.8521 1.8149 -4.1866 0.01 0.01 0.02 0.259
N -1.3515 -2.1767 -4.7169 0.06 0.01 0.04 0.047
C -0.0863 -2.5621 -5.1037 -0.07 0.03 0.08 -0.538
C 0.7303 -2.1565 -4.0897 -0.01 -0.05 -0.01 -0.452
N -0.0008 -1.5463 -3.0975 0.01 0.01 -0.28 -0.059
C -1.2483 -1.5722 -3.5054 0.03 -0.11 -0.03 -0.533
H -2.2123 -2.3488 -5.2025 0.00 -0.02 -0.03 0.191
H 0.1040 -3.0799 -6.0283 -0.01 0.03 0.04 0.382
H 1.7994 -2.2811 -4.0104 -0.06 0.02 0.01 0.382
H -2.1072 -1.1807 -2.9686 0.03 -0.02 0.05 0.480
C 4.4164 -1.2355 3.6727 0.03 0.02 -0.01 -0.633
C 3.6323 -2.2812 4.4496 -0.06 0.02 0.02 -0.305
C 2.1290 -2.2096 4.1769 -0.07 -0.08 -0.01 -0.815
N 1.7655 -2.2575 2.7656 0.00 0.04 0.05 0.578
C 1.9586 -3.2928 1.9257 -0.06 -0.08 0.22 -0.579
S 1.6960 -3.2017 0.3086 0.02 0.07 -0.24 -0.080
N 2.3383 -4.4684 2.5882 0.17 0.02 -0.16 0.420
C 2.9311 -5.5996 2.0464 0.02 0.12 -0.04 -0.088
O 2.7636 -6.6781 2.5704 -0.06 -0.11 0.04 -0.629
C 3.8936 -5.4234 0.9142 0.00 0.11 0.10 0.399
C 4.8644 -4.4302 0.9759 -0.04 0.02 -0.06 0.303
C 5.8118 -4.3254 -0.0302 -0.02 0.01 0.03 -0.668
C 5.7782 -5.2016 -1.1063 0.01 -0.01 0.00 -0.452
C 4.8104 -6.1960 -1.1622 0.00 -0.01 -0.01 -0.570
C 3.8787 -6.3193 -0.1441 -0.02 -0.03 0.01 -0.531
H 5.4832 -1.2919 3.8952 -0.01 0.00 0.01 0.427
H 4.0719 -0.2252 3.9090 -0.01 -0.02 -0.01 0.381
H 4.2863 -1.3881 2.6010 0.00 0.01 0.01 -0.340
H 3.7732 -2.1438 5.5256 0.00 0.01 -0.01 0.437
H 4.0075 -3.2790 4.2162 0.01 -0.02 -0.03 0.267
H 1.7349 -1.2675 4.5523 0.03 0.06 -0.02 0.312
H 1.6125 -2.9917 4.7485 -0.01 0.00 -0.04 0.119
H 1.2165 -1.4905 2.3844 0.05 -0.06 0.04 -0.137
H 1.8995 -4.6502 3.4800 -0.06 -0.02 0.01 0.211
H 4.8635 -3.7311 1.8043 0.03 -0.01 -0.01 0.267
H 6.5695 -3.5529 0.0190 -0.01 -0.01 0.00 0.422
H 6.5078 -5.1101 -1.9014 -0.01 0.00 0.01 0.384
H 4.7806 -6.8756 -2.0045 0.00 0.00 0.01 0.380
H 3.1204 -7.0911 -0.1723 0.02 0.01 0.01 0.429

***

98
Properties=species:S:1:pos:R:3:forces:R:3:mulliken_charge:R:1 method="wB97M-V/def2-TZVPD" orbital_gap_ev="5.68 / 6.22"
Be -1.6416 0.2874 0.0911 0.98 -0.73 2.46 -3.076
C -2.3581 0.6319 -2.6088 -0.56 -0.04 -0.10 -1.219
C -1.8349 -0.8237 -2.5777 0.29 -0.46 -1.42 0.138
C -1.0874 -1.3190 -3.8116 -0.66 -0.50 -0.11 -1.536
C 0.1837 -0.5508 -4.1639 0.49 0.24 -0.48 -1.257
C 0.7682 0.2391 -3.0157 1.32 0.65 -1.16 -0.540
C 0.3025 1.3615 -2.4508 1.57 0.80 -0.85 0.964
C -0.4778 2.3121 -3.3051 -1.12 -0.19 -0.22 -0.930
C -1.8074 1.6342 -3.6274 -0.48 0.39 -0.19 -1.808
C 1.9004 0.4986 1.3581 -0.13 0.22 0.36 -1.415
H -3.3984 0.5137 -3.0177 0.57 0.08 0.70 0.861
H -2.7518 -1.4391 -2.5111 0.54 0.09 0.18 1.415
H -1.7950 -1.3482 -4.6447 0.19 0.09 -0.21 0.569
H -0.8055 -2.3612 -3.6293 -0.12 -0.02 -0.04 0.327
H 0.9431 -1.2837 -4.4777 -0.19 0.25 0.07 0.481
H -0.0107 0.0601 -5.0571 0.13 0.17 0.21 0.373
H 1.8427 0.0268 -2.8944 -1.05 -0.47 0.84 0.854
H 0.8025 1.7878 -1.5719 0.21 -0.23 -0.55 -0.205
H 0.0474 2.5001 -4.2709 -0.05 -0.17 0.64 0.509
H -0.6502 3.3001 -2.8586 0.15 -0.45 0.17 0.346
H -2.5720 2.4102 -3.8223 0.18 -0.45 0.10 0.553
H -1.7132 1.0402 -4.5236 -0.02 0.15 -0.61 0.607
H 1.1546 1.2751 1.1242 0.21 -0.36 0.11 -0.066
H 2.6392 0.9041 2.0658 -0.35 -0.03 -0.03 0.868
H 1.3844 -0.3522 1.8146 0.22 0.15 -0.16 0.111
P -0.8563 -1.2707 -1.0891 -0.50 0.54 1.60 1.704
P 2.8556 0.0562 -0.1000 -2.39 -1.22 -0.24 2.594
C 0.8276 -1.8942 -1.1449 -1.98 -1.07 0.17 -0.427
C 2.0489 -1.2291 -1.0855 2.23 0.77 0.52 -0.803
C -2.0188 -2.5703 -0.4461 0.84 -0.29 -0.62 1.243
C -1.8422 -3.8818 -0.9150 -0.58 0.39 0.84 -1.014
C -2.6135 -4.8934 -0.3395 0.05 0.02 -0.43 -0.832
C -3.5969 -4.5940 0.6002 0.10 0.25 0.10 -0.766
C -3.8064 -3.2749 1.0097 0.04 -0.09 -0.38 -1.489
C -3.0325 -2.2525 0.4694 0.25 -0.11 0.00 0.406
C -2.4531 1.1841 -1.1802 0.74 -1.70 0.85 4.505
C -1.7712 2.3799 -0.7122 -0.14 1.43 -0.33 -2.894
C -2.5437 3.5406 -0.6942 0.48 -0.26 0.51 -0.963
C -3.9316 3.4389 -0.6642 0.27 0.59 -0.51 -0.906
C -4.5216 2.1856 -0.5485 -0.59 -1.64 0.62 -0.797
C -3.7674 1.0199 -0.6381 -1.99 1.70 -0.61 -0.253
C 4.3636 -0.7371 0.4551 0.66 0.07 0.12 -0.036
C 4.2754 -2.1026 0.7747 0.14 -0.01 -0.27 -0.309
C 5.4362 -2.8334 1.0175 -0.09 0.40 0.11 -0.658
C 6.6761 -2.1853 1.0064 -0.22 0.01 -0.05 -0.475
C 6.7494 -0.8078 0.7815 0.01 0.03 0.13 -0.696
C 5.5938 -0.0647 0.5278 -0.10 -0.49 -0.10 -0.522
C 3.2237 1.7024 -0.7859 0.85 0.33 -0.36 0.404
C 2.9470 2.9250 -0.1326 0.04 -0.39 -0.08 -0.287
C 3.2809 4.1369 -0.7326 0.14 -0.12 -0.19 -0.699
C 3.9129 4.1580 -1.9800 -0.20 -0.27 0.08 -0.494
C 4.1940 2.9521 -2.6306 -0.01 0.05 0.19 -0.848
C 3.8794 1.7341 -2.0268 -0.15 0.42 0.17 -0.548
H 0.8399 -3.0055 -1.2152 0.26 0.81 -0.35 0.318
H 2.8060 -1.6709 -1.7619 0.05 0.10 0.67 0.336
H -1.1194 -4.0700 -1.7102 -0.09 -0.19 0.36 0.326
H -2.4416 -5.9176 -0.6505 -0.16 -0.02 0.03 0.439
H -4.2141 -5.3828 1.0179 0.15 0.02 -0.01 0.395
H -4.5595 -3.0388 1.7563 0.07 -0.07 -0.13 0.434
H -3.1784 -1.2177 0.8278 0.08 -0.77 -0.20 0.377
H -0.7255 2.3814 -0.3363 -0.44 0.27 -0.79 0.436
H -2.0536 4.5067 -0.6582 -0.06 0.15 0.33 0.464
H -4.5458 4.3229 -0.6973 -0.08 0.16 0.00 0.429
H -5.5984 2.0815 -0.4374 0.08 0.22 0.33 0.459
H -4.2528 0.0381 -0.6322 0.03 0.33 -0.11 0.465
H 3.2951 -2.5927 0.7820 0.44 0.20 -0.12 0.266
H 5.3507 -3.9014 1.2033 0.15 0.20 0.05 0.419
H 7.5817 -2.7655 1.1859 -0.19 0.22 -0.08 0.372
H 7.7167 -0.3038 0.7918 -0.25 -0.16 0.05 0.376
H 5.6439 1.0168 0.3754 0.03 -0.39 -0.12 0.403
H 2.4893 2.9533 0.8571 0.06 -0.10 -0.35 0.411
H 3.0488 5.0690 -0.2167 0.10 -0.25 -0.13 0.421
H 4.1807 5.1132 -2.4357 -0.10 -0.33 0.08 0.392
H 4.6643 2.9518 -3.6106 -0.01 0.05 0.19 0.403
H 4.1544 0.8049 -2.5225 -0.14 0.11 0.02 0.419
C -1.9975 3.0783 4.7943 -0.08 0.19 0.03 -0.704
C -2.2285 3.3289 3.4346 0.26 -0.48 0.14 -0.767
C -1.9925 2.3312 2.4803 0.03 -0.06 0.32 0.010
C -1.5003 1.0590 2.8500 -0.11 0.21 0.42 0.731
C -1.1084 0.9066 4.2087 -0.02 0.24 0.07 -1.059
C -1.4213 1.8622 5.1751 0.06 0.19 -0.74 -0.772
N -1.4170 0.0007 1.9231 -0.01 0.56 -0.95 0.848
C -1.2253 -1.2752 2.5414 0.16 -0.52 0.18 -0.006
C -0.2799 -2.2133 2.0615 -0.40 0.70 -0.13 0.868
C -0.1114 -3.4585 2.6550 -0.33 -0.25 0.32 -1.080
C -0.8724 -3.8198 3.7717 0.24 0.05 0.02 -0.826
C -1.7794 -2.8952 4.3100 0.12 0.01 -0.43 -0.722
C -1.9816 -1.6667 3.6848 0.11 -0.01 -0.37 -0.025
H -2.2508 3.8289 5.5504 0.12 -0.26 -0.32 0.352
H -2.6017 4.3034 3.1095 0.03 -0.34 0.10 0.435
H -2.1958 2.5290 1.4301 -0.16 -0.06 0.48 0.334
H -0.6042 -0.0038 4.5318 -0.20 0.34 -0.10 0.569
H -1.2026 1.6459 6.2183 0.03 0.13 -0.15 0.399
H 0.2800 -1.9789 1.1485 -0.11 -0.08 0.54 -0.105
H 0.6249 -4.1559 2.2407 -0.33 0.22 0.11 0.411
H -0.7475 -4.8102 4.2217 -0.02 0.43 -0.09 0.362
H -2.3294 -3.1265 5.2265 0.08 -0.01 -0.40 0.387
H -2.7139 -0.9707 4.1094 0.30 -0.32 -0.26 0.536

***

The following M values (in g mol⁻¹) correspond, in order, to the records above: 1001.6; 696.9.
The following ΔE to the lowest compared entry with this formula, charge and spin values (in kJ/mol) correspond, in order, to the records above: 26.1; 55.6.